1.
C36H44BCl2N9O5Tm as an isolated structure. Source: the Open Molecules 2025 dataset; level of theory: the ωB97M-V functional and the def2-TZVPD basis.

ORCA input file:
```
! wB97M-V def2-TZVPD RIJCOSX def2/J DEFGRID3
* xyz -1 3
Tm -0.171 1.093 0.353
N 1.580 3.174 1.838
C 1.409 2.929 3.272
C 0.047 2.309 3.586
O -0.475 2.601 4.673
N -0.413 1.471 2.655
C -1.714 0.870 2.961
C -2.630 0.768 1.738
O -3.674 0.149 1.819
O -2.217 1.399 0.664
H 2.538 3.430 1.629
H 1.003 3.964 1.568
H 1.504 3.821 3.893
H 2.176 2.222 3.598
H -2.240 1.449 3.722
H -1.598 -0.142 3.349
C -2.872 -0.468 -1.720
C -2.263 -0.295 -3.103
C -3.315 0.302 -4.052
C -1.013 0.546 -3.174
C -0.295 0.743 -4.367
C 0.727 1.593 -4.030
N 0.619 1.884 -2.723
N -0.453 1.240 -2.180
B 1.528 2.903 -2.009
N 2.572 2.182 -1.122
C 3.896 2.371 -1.219
C 4.518 1.526 -0.332
C 3.471 0.816 0.284
N 2.295 1.229 -0.198
C 3.659 -0.251 1.330
C 4.727 0.182 2.341
C 2.373 -0.637 2.038
N 0.668 3.901 -1.211
C 0.714 5.240 -1.275
C -0.276 5.746 -0.462
C -0.908 4.612 0.085
N -0.328 3.508 -0.385
C -2.071 4.578 1.036
C -1.725 5.266 2.360
C -3.300 5.219 0.386
H -3.783 -1.067 -1.790
H -2.199 -0.978 -1.033
H -3.132 0.488 -1.272
H -1.984 -1.280 -3.491
H -3.605 1.296 -3.702
H -2.939 0.395 -5.072
H -4.207 -0.329 -4.068
H -0.505 0.316 -5.335
H 1.522 2.018 -4.623
H 2.145 3.522 -2.839
H 4.302 3.089 -1.916
H 5.578 1.426 -0.161
H 4.029 -1.140 0.808
H 4.443 1.130 2.809
H 4.824 -0.570 3.128
H 5.706 0.312 1.876
H 1.888 0.222 2.506
H 1.672 -1.082 1.338
H 2.573 -1.382 2.810
H 1.435 5.738 -1.905
H -0.515 6.783 -0.283
H -2.292 3.531 1.228
H -1.398 6.297 2.189
H -2.601 5.291 3.013
H -0.939 4.733 2.897
H -3.120 6.276 0.166
H -3.549 4.712 -0.549
H -4.161 5.151 1.054
Cl -1.775 -6.735 0.685
C -1.533 -6.333 -0.988
C -2.614 -6.495 -1.837
C -2.491 -6.269 -3.196
C -1.263 -5.877 -3.703
C -0.199 -5.689 -2.846
Cl 1.320 -5.162 -3.522
C -0.284 -5.887 -1.453
N 0.821 -5.664 -0.660
C 0.826 -5.170 0.685
C 1.585 -5.867 1.619
C 1.658 -5.435 2.931
C 0.944 -4.307 3.315
C 0.196 -3.606 2.382
C 0.139 -4.007 1.045
C -0.633 -3.197 0.024
C -0.235 -1.732 0.016
O 0.447 -1.270 -0.911
O -0.626 -1.010 0.996
H -3.557 -6.819 -1.415
H -3.340 -6.397 -3.854
H -1.128 -5.693 -4.761
H 1.660 -5.473 -1.179
H 2.096 -6.767 1.298
H 2.254 -5.983 3.652
H 0.974 -3.963 4.342
H -0.342 -2.713 2.676
H -1.703 -3.245 0.244
H -0.462 -3.574 -0.977
*
```

Frontier orbital gap (alpha / beta) in eV: 7.61 / 7.62
E_tot in a.u.: -4298.11782
Strongest force on any atom in eV/A: 1.36

Results of the Mulliken charge analysis, in e, for atoms 1 through 4: 0.407 -0.080 -0.731 0.318

2.
One molecule with the formula C2H4OS2. Source: the Open Molecules 2025 dataset; level of theory: the ωB97M-V functional and the def2-TZVPD basis.

ORCA input file:
```
! wB97M-V def2-TZVPD RIJCOSX def2/J DEFGRID3
* xyz 0 1
C -1.352 -1.084 -0.534
C -0.241 -0.233 -0.259
O -1.027 -0.725 0.848
S 2.645 0.107 0.340
S 1.341 -1.088 -0.580
H -2.261 -0.662 -0.948
H -1.224 -2.130 -0.879
H -0.029 0.929 -0.363
H 2.557 -0.670 1.452
*
```

Structure (SMILES): SS[C@H]1CO1
Frontier orbital gap in eV: 10.03
E_tot in a.u.: -950.15254
Strongest force on any atom in eV/A: 2.85

Results of the Mulliken charge analysis, in e, for atoms 1 through 4: -0.436 0.188 -0.359 -0.225